Entry 1:
Formula: C19H31AuNO8Si
Source: the Open Molecules 2025 dataset
Level of theory: ωB97M-V/def2-TZVPD

Positions of all 61 atoms, in Å:
Au 0.778 -0.364 -0.294
O -1.392 -0.474 -2.493
C -0.753 -0.800 -3.469
C 0.648 -0.520 -3.765
C 1.177 -1.161 -4.877
C 2.522 -1.096 -5.181
C 3.385 -0.319 -4.389
C 2.900 0.344 -3.306
C 1.529 0.255 -2.900
O 1.174 0.903 -1.844
N 3.037 -1.831 -6.294
O 4.243 -1.791 -6.513
O 2.260 -2.479 -6.985
H -1.252 -1.404 -4.256
H 0.530 -1.747 -5.517
H 4.431 -0.286 -4.660
H 3.548 0.942 -2.679
C 0.425 -1.774 5.743
C -0.284 -1.212 4.506
C 0.532 -0.053 3.931
C -1.687 -0.723 4.864
O -0.449 -2.270 3.570
Si 0.558 -2.721 2.343
O 0.711 -1.620 1.237
O -0.015 -4.162 1.794
C -1.337 -4.549 1.458
C -2.072 -4.954 2.740
C -1.216 -5.747 0.516
C -2.084 -3.409 0.764
O 1.992 -3.084 3.075
C 3.086 -3.833 2.567
C 3.173 -3.750 1.041
C 2.912 -5.293 2.997
C 4.349 -3.238 3.189
H 0.618 -0.983 6.471
H 1.366 -2.219 5.422
H -0.187 -2.549 6.206
H 0.577 0.775 4.640
H 0.085 0.286 2.998
H 1.543 -0.394 3.704
H -1.639 0.047 5.636
H -2.292 -1.557 5.225
H -2.163 -0.310 3.974
H -1.569 -5.804 3.206
H -3.109 -5.220 2.527
H -2.039 -4.114 3.433
H -0.629 -6.535 0.990
H -0.709 -5.442 -0.401
H -2.204 -6.137 0.265
H -2.183 -2.569 1.452
H -3.073 -3.735 0.439
H -1.514 -3.063 -0.099
H 2.284 -4.204 0.604
H 4.064 -4.262 0.674
H 3.199 -2.704 0.734
H 1.960 -5.651 2.606
H 2.887 -5.361 4.086
H 3.725 -5.912 2.614
H 4.469 -2.209 2.847
H 5.232 -3.813 2.904
H 4.261 -3.233 4.276

Results
- Charge: -1
- LUMO level: 2.19 eV
- Orbital gap: 7.78 eV
- E_HOMO: -5.59 eV
- Energy relative to the best compared isomer or geometry (same formula, charge and spin): 0.308 eV
- Energy: -1824.6599 Eh

Here are the natural (NBO) charges for atoms 1 to 4, given in e: number 1, Au, carries 0.665; number 2, O, carries -0.532; number 3, C, carries 0.415; number 4, C, carries -0.300



Entry 2:
Formula: C19H31B3INO18S
Source: the Open Molecules 2025 dataset
Level of theory: ωB97M-V/def2-TZVPD

Positions of all 74 atoms, in Å:
N 4.976 -3.166 0.467
C 4.145 -2.355 -0.420
C 3.772 -0.949 0.099
C 2.276 -0.768 0.367
C 1.508 -0.236 -0.864
B 0.044 -0.746 -0.912
O -0.742 -0.902 0.236
B -1.338 -2.149 0.299
S -1.350 -3.181 1.759
O -1.912 -2.681 -0.863
B -1.115 -2.446 -1.965
I -0.662 -4.011 -3.315
O -0.550 -1.207 -2.101
H 4.505 -3.315 1.354
H 5.827 -2.657 0.686
H 3.239 -2.928 -0.638
H 4.690 -2.268 -1.361
H 4.086 -0.205 -0.635
H 4.334 -0.773 1.015
H 2.129 -0.081 1.201
H 1.851 -1.729 0.680
H 1.554 0.857 -0.872
H 1.997 -0.569 -1.783
H -0.827 -2.261 2.577
C -5.836 -3.571 -2.229
C -4.476 -3.563 -2.907
O -4.718 -4.354 -4.071
C -6.044 -4.322 -4.354
O -6.537 -4.741 -5.346
O -6.725 -3.739 -3.335
H -6.080 -2.650 -1.706
H -5.953 -4.418 -1.551
H -4.178 -2.560 -3.225
H -3.686 -4.010 -2.312
C -4.822 0.071 -0.239
C -3.829 1.021 -0.886
O -4.314 2.301 -0.466
C -5.035 2.137 0.664
O -5.433 3.010 1.362
O -5.236 0.816 0.907
H -4.380 -0.875 0.067
H -5.691 -0.122 -0.871
H -2.820 0.885 -0.492
H -3.810 0.968 -1.971
C 4.738 2.753 2.487
C 5.704 3.613 1.692
O 6.718 2.666 1.325
C 6.180 1.430 1.344
O 6.709 0.450 0.928
O 4.947 1.460 1.902
H 3.697 3.037 2.369
H 4.990 2.703 3.547
H 5.253 4.007 0.782
H 6.151 4.423 2.262
C -6.843 -0.144 5.010
C -5.853 0.078 3.880
O -4.780 -0.798 4.251
C -5.271 -1.773 5.050
O -4.672 -2.743 5.383
O -6.543 -1.485 5.414
H -7.884 -0.081 4.705
H -6.668 0.523 5.856
H -6.242 -0.237 2.914
H -5.484 1.096 3.803
C 6.931 5.107 -3.302
C 6.366 3.770 -2.850
O 5.587 4.152 -1.710
C 5.264 5.462 -1.817
O 4.499 6.021 -1.100
O 5.937 6.030 -2.839
H 7.040 5.203 -4.378
H 7.877 5.344 -2.813
H 5.700 3.327 -3.592
H 7.117 3.046 -2.549

Results
- Charge: 0
- LUMO level: -0.03 eV
- Orbital gap: 9.11 eV
- E_HOMO: -9.14 eV
- SMILES string: NCCCCB1OB(S)OB(I)O1.O=C1OCCO1.O=C1OCCO1.O=C1OCCO1.O=C1OCCO1.O=C1OCCO1
- Energy: -2922.4847 Eh

Here are the Mulliken charges for atoms 1 to 4, given in e: number 1, N, carries -0.699; number 2, C, carries -0.806; number 3, C, carries -0.056; number 4, C, carries -0.480



Entry 3:
Formula: C19H31ClIrN2S
Source: the Open Molecules 2025 dataset
Level of theory: ωB97M-V/def2-TZVPD

Positions of all 55 atoms, in Å:
C 0.120 0.499 -5.421
C 1.514 1.065 -5.730
C -0.097 -0.845 -6.135
C -0.975 1.508 -5.796
Cl 0.011 0.215 -3.604
H -0.055 -0.739 -7.228
H -1.083 -1.256 -5.889
H 0.683 -1.561 -5.852
H 1.650 1.268 -6.801
H 2.293 0.354 -5.435
H 1.662 2.013 -5.201
H -0.981 1.732 -6.871
H -0.810 2.456 -5.270
H -1.965 1.114 -5.542
C 1.555 -1.477 0.887
C 0.913 -2.310 -0.088
C 1.094 -1.680 -1.363
H 0.317 -3.198 0.106
C 1.886 -0.480 -1.163
C 2.164 -0.370 0.216
H 2.739 0.441 0.641
H 1.573 -1.649 1.954
H 0.775 -2.064 -2.330
H 2.201 0.243 -1.916
C -2.055 1.013 0.263
C -1.988 -0.190 1.038
C -2.003 -1.307 0.144
H -2.030 -0.245 2.111
C -1.888 -0.768 -1.203
C -1.990 0.673 -1.100
H -1.993 1.380 -1.932
H -2.118 2.034 0.642
H -2.019 -2.362 0.408
H -1.942 -1.347 -2.122
Ir -0.125 -0.461 -0.130
C -1.891 1.901 3.760
N -0.958 0.832 4.148
C -1.102 0.358 5.533
C 0.241 0.694 3.502
S 0.528 1.556 2.087
N 1.199 -0.125 4.035
C 0.854 -1.454 4.578
C 2.623 0.121 3.842
H -2.300 2.369 4.664
H -2.727 1.514 3.153
H -1.346 2.650 3.175
H -1.390 -0.701 5.567
H -0.159 0.506 6.081
H -1.888 0.935 6.029
H 1.709 -2.125 4.441
H 0.671 -1.395 5.657
H -0.019 -1.881 4.069
H 3.105 -0.777 3.444
H 2.736 0.950 3.141
H 3.084 0.374 4.805

Results
- Charge: +2
- LUMO level (alpha / beta): -6.37 / -10.19 eV
- Orbital gap (alpha / beta): 5.43 / 5.41 eV
- E_HOMO (alpha / beta): -11.80 / -15.60 eV
- Energy relative to the best compared isomer or geometry (same formula, charge and spin): 0.606 eV
- Expectation value of S²: 8.771
- Energy: -1813.9183 Eh
- Spin multiplicity: 6

Here are the natural (NBO) charges for atoms 1 to 4, given in e: number 1, C, carries 0.076; number 2, C, carries -0.641; number 3, C, carries -0.641; number 4, C, carries -0.641



Entry 4:
Formula: C19H31F9OP2Pt
Source: the Open Molecules 2025 dataset
Level of theory: ωB97M-V/def2-TZVPD

Positions of all 63 atoms, in Å:
P 0.191 0.316 -4.098
P 2.668 -0.516 2.257
C 3.142 -0.201 -0.838
C 3.283 -0.801 0.559
H 3.779 0.731 -0.970
H 3.680 -0.989 -1.483
H 3.262 -1.920 0.485
H 4.287 -0.504 0.934
C 3.326 1.054 2.670
H 2.877 1.399 3.613
H 3.163 1.759 1.836
H 4.409 0.905 2.811
C 2.947 -2.140 2.863
H 3.999 -2.198 3.118
H 2.759 -2.892 2.084
H 2.334 -2.348 3.743
C 0.736 2.138 -4.240
H -0.177 2.741 -4.476
H 1.464 2.213 -5.077
H 1.266 2.472 -3.278
C 0.872 -1.221 -4.896
H 1.370 -1.845 -4.173
H 1.592 -0.902 -5.627
H 0.054 -1.743 -5.387
Pt 2.207 0.044 -2.641
C 5.246 -0.926 -1.224
C 5.285 0.533 -0.906
C 5.908 1.577 -1.792
C 5.403 1.520 -3.241
C 4.057 0.834 -3.444
C 3.933 -0.514 -3.724
C 5.083 -1.569 -3.641
C 5.951 -1.522 -2.337
C -0.631 0.073 -2.250
H 5.008 -1.679 -0.421
H 5.175 0.888 0.178
H 7.011 1.499 -1.730
H 5.616 2.547 -1.364
H 5.251 2.548 -3.538
H 6.212 1.098 -3.866
H 3.212 1.522 -3.743
H 3.060 -0.905 -4.301
H 5.768 -1.452 -4.514
H 4.613 -2.564 -3.736
H 6.097 -2.563 -2.090
H 6.929 -1.058 -2.556
H -0.613 -0.821 -1.599
H -1.526 -0.090 -2.913
H -1.003 0.914 -1.617
F -0.960 -1.370 1.125
C -0.933 -0.864 2.374
F -2.196 -0.573 2.704
F -0.502 -1.905 3.179
C 0.070 0.291 2.518
O 1.166 -0.275 1.824
C -0.314 1.586 1.819
F -1.016 2.402 2.646
F 0.775 2.257 1.394
F -1.077 1.354 0.737
C 0.378 0.556 4.003
F -0.744 0.518 4.725
F 1.256 -0.369 4.542
F 0.949 1.792 4.242

Results
- Charge: +2
- LUMO level (alpha / beta): -5.89 / -8.43 eV
- Orbital gap (alpha / beta): 5.03 / 6.37 eV
- E_HOMO (alpha / beta): -10.92 / -14.79 eV
- Energy relative to the best compared isomer or geometry (same formula, charge and spin): 7.736 eV
- Expectation value of S²: 6.027
- Energy: -2517.5642 Eh
- Spin multiplicity: 5

Here are the natural (NBO) charges for atoms 1 to 4, given in e: number 1, P, carries 1.013; number 2, P, carries 1.933; number 3, C, carries -0.684; number 4, C, carries -0.779



Entry 5:
Formula: C19H31N3O4
Source: the Open Molecules 2025 dataset
Level of theory: ωB97M-V/def2-TZVPD

Positions of all 57 atoms, in Å:
C 0.927 0.926 -5.270
C -0.348 1.283 -5.135
C -1.485 0.392 -5.543
C -0.742 2.592 -4.508
C -1.215 2.498 -3.056
O -1.948 3.336 -2.569
N -0.729 1.427 -2.378
C -1.053 1.173 -0.980
C -1.867 -0.124 -0.813
C -0.982 -1.363 -0.680
C 0.003 -1.553 -1.845
C 1.265 -0.760 -1.415
C 0.906 -0.184 -0.035
C 0.199 1.182 -0.074
C 1.162 2.311 -0.416
N -0.056 -1.185 0.448
C -0.503 -1.463 1.703
O -1.690 -1.675 1.912
C 0.463 -1.616 2.906
C 0.338 -3.087 3.344
C 1.935 -1.299 2.662
N -0.122 -0.731 3.918
C 0.403 -0.584 5.159
O 1.479 -0.989 5.542
O -0.461 0.102 5.949
C 0.012 0.309 7.285
H 1.731 1.591 -4.979
H 1.203 -0.029 -5.700
H -2.087 0.876 -6.315
H -1.132 -0.565 -5.925
H -2.155 0.208 -4.699
H 0.091 3.299 -4.517
H -1.563 3.056 -5.056
H -0.102 0.819 -2.878
H -1.677 2.020 -0.695
H -2.478 -0.058 0.088
H -2.538 -0.228 -1.667
H -1.599 -2.240 -0.493
H 0.244 -2.609 -1.958
H -0.426 -1.218 -2.791
H 2.120 -1.429 -1.321
H 1.562 0.020 -2.116
H 1.774 -0.114 0.608
H -0.171 1.350 0.944
H 1.634 2.167 -1.389
H 0.636 3.267 -0.448
H 1.952 2.380 0.334
H 0.743 -3.747 2.573
H 0.913 -3.226 4.259
H -0.705 -3.340 3.513
H 2.264 -1.780 1.741
H 2.118 -0.227 2.607
H 2.524 -1.687 3.489
H -1.115 -0.575 3.834
H -0.779 0.861 7.783
H 0.187 -0.643 7.782
H 0.937 0.882 7.282

Results
- Charge: 0
- LUMO level: 0.56 eV
- Orbital gap: 9.93 eV
- E_HOMO: -9.37 eV
- Energy relative to the best compared isomer or geometry (same formula, charge and spin): 0.274 eV
- SMILES string: C=C(C)CC(=O)N[C@H]1C[C@H]2CC[C@@H]([C@H]1C)N2C(=O)C(C)(C)NC(=O)OC
- Energy: -1207.8826 Eh

Here are the natural (NBO) charges for atoms 1 to 4, given in e: number 1, C, carries -0.423; number 2, C, carries 0.033; number 3, C, carries -0.652; number 4, C, carries -0.543



Entry 6:
Formula: C19H31N3O4S2
Source: the Open Molecules 2025 dataset
Level of theory: ωB97M-V/def2-TZVPD

Positions of all 59 atoms, in Å:
C -5.829 -0.989 1.426
H -6.759 -0.897 0.870
H -5.802 -1.973 1.887
H -5.823 -0.237 2.212
C -4.633 -0.799 0.497
C -4.675 0.578 -0.164
H -3.921 0.656 -0.945
H -5.645 0.739 -0.626
H -4.513 1.363 0.573
C -3.335 -1.004 1.289
N -2.126 -0.867 0.497
S -1.915 -2.000 -0.723
O -2.594 -3.204 -0.358
O -2.184 -1.400 -2.001
C -0.145 -2.236 -0.581
C 0.374 -2.520 0.670
C 1.748 -2.531 0.840
C 2.567 -2.275 -0.247
C 2.048 -2.082 -1.515
C 0.670 -2.054 -1.682
H 0.214 -1.860 -2.641
H 2.726 -1.954 -2.345
S 4.303 -1.916 0.053
O 4.702 -2.561 1.267
O 5.045 -2.138 -1.149
N 4.301 -0.279 0.332
C 3.699 0.187 1.562
C 2.335 0.830 1.317
N 2.459 1.988 0.440
C 3.670 1.968 -0.363
C 4.066 0.563 -0.825
H 4.982 0.588 -1.419
H 3.265 0.144 -1.447
H 3.531 2.609 -1.234
H 4.489 2.385 0.232
C 1.261 2.372 -0.279
C 0.765 1.456 -1.417
H 1.386 1.531 -2.309
H 0.774 0.419 -1.079
C -0.677 1.909 -1.680
H -1.324 1.048 -1.855
H -0.726 2.534 -2.571
C -1.101 2.721 -0.438
H -2.077 2.421 -0.057
H -1.160 3.780 -0.689
C 0.008 2.499 0.591
H 0.085 3.314 1.308
H -0.167 1.570 1.135
H 1.475 3.362 -0.703
H 1.657 0.070 0.900
H 1.923 1.164 2.275
H 4.370 0.913 2.033
H 3.615 -0.674 2.224
H 2.202 -2.722 1.800
H -0.303 -2.694 1.490
H -2.032 0.057 0.102
H -3.317 -2.018 1.692
H -3.272 -0.289 2.115
H -4.660 -1.563 -0.287

Results
- Charge: 0
- LUMO level: -0.06 eV
- Orbital gap: 8.43 eV
- E_HOMO: -8.50 eV
- Energy relative to the best compared isomer or geometry (same formula, charge and spin): 0.215 eV
- SMILES string: CC(C)CNS(=O)(=O)c1ccc(S(=O)(=O)N2CCN(C3CCCC3)CC2)cc1
- Energy: -2004.1662 Eh

Here are the natural (NBO) charges for atoms 1 to 4, given in e: number 1, C, carries -0.603; number 2, H, carries 0.215; number 3, H, carries 0.212; number 4, H, carries 0.200



Entry 7:
Formula: C19H32AsF5N6OS2Sn
Source: the Open Molecules 2025 dataset
Level of theory: ωB97M-V/def2-TZVPD

Positions of all 67 atoms, in Å:
Sn -0.402 -0.649 0.102
N 0.118 -2.675 4.099
C -0.356 -1.900 3.059
S -0.649 -2.754 1.560
N -0.510 -0.642 3.297
N -1.027 0.040 2.201
C -1.828 1.008 2.443
C -2.593 1.690 1.414
C -3.186 2.917 1.747
C -4.067 3.550 0.901
C -4.417 2.915 -0.289
C -3.867 1.696 -0.630
C -2.918 1.061 0.187
O -2.408 -0.100 -0.214
H 0.049 -3.668 3.938
H -0.228 -2.401 5.009
H -1.991 1.292 3.483
H -2.943 3.362 2.705
H -4.506 4.500 1.171
H -5.143 3.372 -0.949
H -4.183 1.191 -1.535
N -1.289 -1.483 -6.275
C -0.205 -1.075 -5.276
C -0.351 0.393 -4.916
C -1.472 0.707 -3.895
N -0.849 1.223 -2.678
C -2.345 -0.503 -3.537
C -1.646 -1.862 -3.330
N -1.445 -2.158 -1.906
C -0.290 -1.958 -4.045
H -1.235 -0.915 -7.122
H -2.215 -1.352 -5.866
H -1.196 -2.464 -6.545
H 0.729 -1.241 -5.813
H -0.436 1.010 -5.814
H 0.601 0.661 -4.454
H -2.146 1.441 -4.353
H -1.568 1.524 -2.025
H -0.289 2.044 -2.887
H -3.127 -0.607 -4.301
H -2.890 -0.267 -2.623
H -2.311 -2.627 -3.756
H -1.120 -3.115 -1.798
H -2.332 -2.086 -1.409
H -0.054 -2.997 -4.289
H 0.484 -1.606 -3.359
F 3.481 -0.922 0.191
C 3.798 -0.017 1.121
F 4.847 -0.491 1.836
C 4.245 1.277 0.401
F 3.226 1.766 -0.301
F 4.629 2.182 1.304
F 5.257 1.018 -0.413
C 4.805 1.135 4.405
As 3.231 0.066 4.192
C 3.537 -1.785 4.551
C 1.849 0.752 5.319
S 2.330 0.264 2.181
H 5.025 1.175 5.472
H 4.605 2.135 4.029
H 5.635 0.685 3.868
H 3.787 -1.905 5.605
H 4.355 -2.139 3.929
H 2.613 -2.311 4.317
H 2.185 0.673 6.353
H 0.954 0.159 5.146
H 1.658 1.791 5.063

Results
- Charge: +2
- LUMO level: -4.86 eV
- Orbital gap: 7.14 eV
- E_HOMO: -12.00 eV
- Energy relative to the best compared isomer or geometry (same formula, charge and spin): 0.939 eV
- Energy: -4892.3018 Eh

Here are the natural (NBO) charges for atoms 1 to 4, given in e: number 1, Sn, carries 1.186; number 2, N, carries -0.830; number 3, C, carries 0.297; number 4, S, carries -0.337



Entry 8:
Formula: C19H32BaCl2N3O4
Source: the Open Molecules 2025 dataset
Level of theory: ωB97M-V/def2-TZVPD

Positions of all 61 atoms, in Å:
O -0.460 -2.633 -0.258
C -0.555 -3.470 -1.141
C -0.549 -4.986 -0.752
C 0.433 -5.562 0.112
H 1.332 -4.989 0.339
C 0.284 -6.887 0.581
H 1.073 -7.333 1.150
C -0.883 -7.600 0.286
H -1.031 -8.591 0.673
C -1.826 -7.060 -0.567
H -2.690 -7.650 -0.870
C -1.701 -5.760 -1.064
H -2.478 -5.342 -1.726
H -1.795 -3.493 -2.705
C 0.095 -3.366 -3.679
C -0.870 -2.823 -2.610
H -0.284 -2.991 -4.646
H 0.043 -4.464 -3.650
H 1.167 -3.097 -3.549
C -1.265 -1.409 -2.710
C -0.705 -0.307 -3.578
H -2.208 -1.150 -2.199
H -0.585 -0.621 -4.643
H 0.285 0.084 -3.214
H -1.359 0.611 -3.562
Ba -0.233 -0.845 1.594
Cl 2.372 -1.287 0.218
Cl -3.035 -1.414 0.672
C 1.755 1.718 -0.233
O 0.729 1.690 0.467
N 2.401 2.808 -0.664
C 1.942 4.160 -0.297
C 3.659 2.725 -1.432
H 2.264 0.761 -0.542
H 0.929 4.095 0.122
H 1.953 4.792 -1.199
H 2.631 4.603 0.442
H 3.838 1.671 -1.690
H 4.509 3.098 -0.839
H 3.591 3.323 -2.353
H -4.339 3.999 1.519
H -6.078 1.464 2.082
C -3.991 3.245 0.788
C -5.466 1.268 1.196
N -4.160 1.899 1.305
H -2.943 3.442 0.556
C -3.157 1.190 1.871
O -1.950 1.480 1.907
H -5.337 0.181 1.126
H -3.536 0.235 2.281
H -4.616 3.334 -0.118
H -5.972 1.640 0.298
C 2.560 0.748 4.001
C 1.333 0.147 4.610
N 1.115 0.408 5.937
O 0.479 -0.565 4.012
H 3.406 0.657 4.696
H 2.397 1.818 3.809
H 2.781 0.223 3.064
H 0.278 0.031 6.343
H 1.731 1.019 6.424

Results
- Charge: -1
- LUMO level (alpha / beta): 1.68 / 1.68 eV
- Orbital gap (alpha / beta): 2.15 / 2.13 eV
- E_HOMO (alpha / beta): -0.47 / -0.45 eV
- Energy relative to the best compared isomer or geometry (same formula, charge and spin): 0.000 eV
- Energy: -2154.3907 Eh

Here are the natural (NBO) charges for atoms 1 to 4, given in e: number 1, O, carries -0.694; number 2, C, carries 0.534; number 3, C, carries -0.028; number 4, C, carries -0.220